Below is a structure of composition C28H28CoN4OS4Te in a non-equilibrium geometry, with properties calculated with the ωB97M-V functional and the def2-TZVPD basis.

Geometry as XYZ:
```
67
Properties=species:S:1:pos:R:3:forces:R:3:mulliken_spin:R:1
Co -1.411016 -0.655051 -0.642954 -0.869 -0.400 -0.955 0.99
C -3.497038 -0.647614 2.997091 -0.003 -0.022 -0.086 -0.03
C -2.932232 -0.362221 1.638817 0.043 -0.087 -0.117 0.17
N -2.402654 -1.309617 0.847608 0.132 -0.048 0.380 0.25
N -2.432276 -2.626458 1.258670 -0.009 0.234 -0.039 -0.07
C -1.826191 -3.418627 0.441837 0.003 -0.132 -0.038 0.10
N -1.905152 -4.797296 0.725655 0.043 0.078 -0.200 0.02
S -0.941236 -2.943460 -0.989001 0.045 0.184 0.353 0.03
C -2.920780 0.926522 1.075997 -0.027 -0.020 -0.074 0.12
C -3.514808 2.074707 1.663446 -0.027 -0.067 -0.017 0.08
C -3.601538 3.234506 0.942548 0.039 -0.037 -0.071 0.00
C -3.074212 3.284311 -0.361700 -0.103 0.030 0.076 0.17
C -2.430774 2.162872 -0.846521 -0.164 -0.043 -0.150 -0.09
N -2.339116 1.017615 -0.179798 0.291 0.148 0.691 0.17
H -3.477877 -1.720022 3.175394 -0.018 0.003 0.016 0.01
H -4.528987 -0.292991 3.083969 0.016 0.001 0.021 0.01
H -2.907805 -0.151643 3.776917 -0.041 0.000 0.003 0.01
H -1.993475 -4.994479 1.711105 -0.023 0.031 0.027 0.00
H -1.173757 -5.320843 0.271164 0.047 -0.006 0.065 0.00
H -3.918211 2.005846 2.666795 0.001 0.020 -0.029 0.03
H -4.085176 4.106271 1.369712 0.044 0.014 0.024 0.00
H -3.130965 4.179032 -0.965268 0.065 -0.006 0.015 0.02
H -2.001386 2.168730 -1.839893 0.139 -0.004 0.047 0.01
S -3.255979 -0.811619 -2.484150 0.145 0.031 -0.238 0.40
C -2.338714 -0.295654 -3.822093 -0.061 -0.073 -0.020 0.06
C -2.931879 -0.281705 -5.122118 0.114 0.047 0.001 0.00
C -2.237265 0.080887 -6.243851 -0.118 -0.024 0.015 0.03
C -0.881308 0.460385 -6.149980 0.073 -0.001 0.175 0.01
C -0.272050 0.468197 -4.923996 -0.074 0.032 -0.159 0.02
C -0.960949 0.102304 -3.736384 0.260 -0.086 0.268 0.06
S -0.051511 0.141249 -2.279130 -0.503 -0.271 -0.315 0.35
H -3.968794 -0.586938 -5.193301 0.001 0.021 0.017 -0.01
H -2.732699 0.075633 -7.209778 0.010 -0.014 0.021 0.01
H -0.322684 0.738457 -7.035750 -0.018 0.018 -0.016 0.00
H 0.768334 0.757380 -4.830815 -0.027 0.005 0.029 0.00
Te 1.051045 2.887626 -0.451662 0.155 0.358 0.010 0.06
C 0.913511 4.991957 -0.342195 0.070 0.010 0.175 0.01
C 1.072298 5.808644 0.752769 -0.032 0.183 -0.045 0.00
C 0.944053 7.203085 0.471188 -0.002 -0.147 0.041 0.00
C 0.674275 7.452809 -0.841703 0.009 0.011 -0.037 0.00
S 0.587031 5.976725 -1.720165 -0.002 -0.074 -0.067 0.00
H 1.272329 5.404100 1.736965 0.011 0.030 -0.049 0.00
H 1.049712 7.983326 1.216769 -0.020 -0.023 -0.011 0.00
H 0.525237 8.403229 -1.333693 0.005 -0.016 0.074 0.00
C 6.168879 -3.085093 2.555739 -0.017 0.006 -0.057 0.00
C 4.779644 -2.733905 2.093871 -0.035 -0.004 -0.025 0.00
C 4.565069 -1.729837 1.166229 -0.010 -0.001 -0.082 0.00
C 3.282351 -1.337585 0.777374 0.104 0.238 -0.159 0.00
C 3.129177 -0.289210 -0.285635 -0.028 0.044 0.106 -0.02
C 2.183113 -1.946646 1.388791 -0.197 -0.003 0.109 0.01
C 0.794148 -1.422610 1.279191 -0.206 -0.330 0.238 0.01
O 0.412454 -0.477636 0.630469 0.752 0.316 -0.062 0.01
C 2.383335 -3.064921 2.219068 0.007 -0.080 0.155 -0.01
C 1.228816 -3.922895 2.683744 0.056 0.092 0.096 0.00
C 3.673764 -3.429442 2.574142 -0.076 -0.037 -0.025 0.00
H 6.914934 -2.487467 2.031316 0.003 -0.022 0.004 0.00
H 6.391429 -4.140255 2.382952 0.000 -0.006 0.006 0.00
H 6.279142 -2.896275 3.625770 0.005 -0.008 0.008 0.00
H 5.417668 -1.229237 0.716934 -0.033 0.013 0.005 0.00
H 4.031510 -0.241581 -0.897423 0.019 0.025 0.043 0.00
H 2.956309 0.701213 0.147449 -0.021 -0.015 -0.025 0.00
H 2.272966 -0.487348 -0.927190 0.073 -0.012 -0.008 0.01
H 0.058341 -1.931169 1.924843 0.034 -0.100 -0.115 0.01
H 0.630189 -3.440588 3.459622 0.002 0.006 -0.009 0.00
H 1.609823 -4.862536 3.087187 -0.007 0.017 0.003 0.00
H 0.560909 -4.145316 1.852457 -0.047 -0.024 -0.008 0.00
H 3.818695 -4.279831 3.234578 0.003 0.002 -0.010 0.00
```
Forces are in eV/Å.

Summary:
Net charge: -2
Orbital gap (alpha / beta) (eV): 3.767 / 4.352
E_LUMO (alpha / beta) (eV): 3.98 / 3.73
Multiplicity: 4
HOMO (alpha / beta) (eV): 0.21 / -0.62